{"formula": "C4H8N2O", "method": "ωB97M-V with the def2-TZVPD basis set", "elements": ["H", "N", "C", "C", "C", "O", "C", "N", "H", "H", "H", "H", "H", "H", "H"], "coordinates": [[2.847, -1.465, -0.879], [1.832, -1.363, -0.881], [1.425, -0.458, -0.129], [0.079, 0.120, 0.187], [-0.039, 1.691, 0.181], [-0.033, -0.272, 1.499], [-1.060, -0.513, -0.562], [-1.905, -1.145, 0.116], [-2.670, -1.507, -0.427], [2.002, 0.045, 0.661], [-1.095, 1.903, 0.237], [0.539, 2.013, 1.112], [0.095, 2.080, -0.879], [-0.827, -0.874, 1.412], [-1.189, -0.256, -1.647]], "orbital_gap_ev": 10.475, "total_energy_ha": -341.89594, "lumo_energy_ev": 0.90, "e_above_lowest_kj_mol": 282.8, "charge": 0}